<A>
Molecular formula: C3H9NO3
Method: DFT, ωB97M-V/def2-TZVPD

E_LUMO, eV: 0.5342
E_HOMO, eV: -8.063

```
! wB97M-V def2-TZVPD RIJCOSX def2/J DEFGRID3
* xyz 0 1
C -0.877 0.262 -0.902
C 1.833 0.638 -0.011
C -0.267 -0.998 1.135
N 0.188 -0.195 0.013
O 1.208 -0.919 -0.735
O -1.719 -0.741 -1.337
O -1.659 1.233 -0.242
H -1.078 1.920 0.106
H -2.370 -0.912 -0.644
H -0.360 0.649 -1.783
H 2.833 0.309 -0.281
H 1.551 1.498 -0.613
H 1.812 0.865 1.057
H 0.569 -1.134 1.821
H -1.089 -0.494 1.647
H -0.577 -1.982 0.770
*
```

How is the electron density shared among the atoms? According to natural (NBO), the charges in e are: number 1, C, carries 0.505; number 2, C, carries -0.201; number 3, C, carries -0.442; number 4, N, carries -0.170; number 5, O, carries -0.560; number 6, O, carries -0.690; number 7, O, carries -0.725; number 8, H, carries 0.478; number 9, H, carries 0.476; number 10, H, carries 0.154; number 11, H, carries 0.185; number 12, H, carries 0.185; number 13, H, carries 0.179; number 14, H, carries 0.211; number 15, H, carries 0.208; number 16, H, carries 0.206

<B>
Molecular formula: C3H9NO3
Method: DFT, ωB97M-V/def2-TZVPD

E_LUMO, eV: 0.6199
E_HOMO, eV: -9.988

```
! wB97M-V def2-TZVPD RIJCOSX def2/J DEFGRID3
* xyz 0 1
O 2.410 -1.331 -0.901
C 1.285 -1.580 -0.373
N 0.645 -0.558 0.239
C -0.806 -0.358 0.550
C -0.959 0.986 1.268
O -2.406 1.076 1.362
H 0.786 -2.473 -0.513
H 1.312 0.140 0.295
H -1.116 -1.175 1.138
H -1.638 -0.238 -0.265
H -0.484 1.845 0.779
H -0.494 1.056 2.308
H -2.561 1.761 1.960
O 1.406 0.661 -2.681
H 1.426 -0.067 -3.311
H 1.193 0.253 -1.856
*
```

How is the electron density shared among the atoms? According to natural (NBO), the charges in e are: number 1, O, carries -0.626; number 2, C, carries 0.506; number 3, N, carries -0.625; number 4, C, carries -0.239; number 5, C, carries -0.077; number 6, O, carries -0.714; number 7, H, carries 0.135; number 8, H, carries 0.401; number 9, H, carries 0.208; number 10, H, carries 0.222; number 11, H, carries 0.177; number 12, H, carries 0.167; number 13, H, carries 0.469; number 14, O, carries -0.935; number 15, H, carries 0.468; number 16, H, carries 0.464

<C>
Molecular formula: C3H9NO3
Method: DFT, ωB97M-V/def2-TZVPD

E_LUMO, eV: 0.7309
E_HOMO, eV: -8.730

```
! wB97M-V def2-TZVPD RIJCOSX def2/J DEFGRID3
* xyz 0 1
C 1.505 1.663 2.149
N 1.829 0.701 1.116
C 0.805 -0.208 0.693
C 0.860 -0.484 -0.782
O 1.067 0.324 -1.644
O 0.626 -1.788 -1.056
H 0.925 2.523 1.767
H 2.449 2.052 2.562
H 0.934 1.205 2.960
H 2.372 1.093 0.366
H -0.195 0.205 0.885
H 0.827 -1.162 1.216
H 0.556 -1.835 -2.021
O -4.581 -1.729 -2.679
H -5.309 -1.444 -2.116
H -4.668 -1.115 -3.416
*
```

How is the electron density shared among the atoms? According to natural (NBO), the charges in e are: number 1, C, carries -0.406; number 2, N, carries -0.635; number 3, C, carries -0.322; number 4, C, carries 0.787; number 5, O, carries -0.596; number 6, O, carries -0.676; number 7, H, carries 0.168; number 8, H, carries 0.203; number 9, H, carries 0.194; number 10, H, carries 0.381; number 11, H, carries 0.204; number 12, H, carries 0.205; number 13, H, carries 0.494; number 14, O, carries -0.930; number 15, H, carries 0.465; number 16, H, carries 0.465

Which is most stable? The ranking, best first, is <C>, <B>, <A>.

<A>
Molecular formula: C3H9NO3
Method: DFT, ωB97M-V/def2-TZVPD

E_LUMO, eV: 0.4910
E_HOMO, eV: -9.537

```
! wB97M-V def2-TZVPD RIJCOSX def2/J DEFGRID3
* xyz 0 1
C -1.077 1.923 -0.957
C 0.189 1.337 -0.293
N 0.374 1.635 1.116
C 0.199 -0.156 -0.748
O 1.210 -0.753 -1.305
O -0.677 -0.803 0.066
H -1.138 1.639 -2.089
H -2.007 1.495 -0.583
H -1.160 2.981 -0.867
H 1.034 1.630 -0.954
H 0.575 2.690 0.941
H -0.500 1.468 1.696
H -0.495 -1.742 0.317
O 0.003 -2.717 1.593
H 0.797 -2.747 2.057
H 0.126 -3.306 0.830
*
```

How is the electron density shared among the atoms? According to natural (NBO), the charges in e are: number 1, C, carries -0.631; number 2, C, carries -0.152; number 3, N, carries -0.815; number 4, C, carries 0.783; number 5, O, carries -0.616; number 6, O, carries -0.714; number 7, H, carries 0.214; number 8, H, carries 0.215; number 9, H, carries 0.206; number 10, H, carries 0.217; number 11, H, carries 0.367; number 12, H, carries 0.378; number 13, H, carries 0.510; number 14, O, carries -0.926; number 15, H, carries 0.488; number 16, H, carries 0.476

<B>
Molecular formula: C3H9NO3
Method: DFT, ωB97M-V/def2-TZVPD

E_LUMO, eV: 0.5174
E_HOMO, eV: -9.495

```
! wB97M-V def2-TZVPD RIJCOSX def2/J DEFGRID3
* xyz 0 1
O 0.871 -2.230 -2.011
C 1.008 -1.757 -0.907
N 0.150 -0.891 -0.307
C 0.561 -0.348 0.992
C -0.162 0.949 1.299
O 0.619 1.704 2.216
H 1.814 -2.100 -0.234
H -0.443 -0.340 -0.920
H 1.629 -0.131 0.959
H 0.414 -1.069 1.792
H -1.141 0.649 1.675
H -0.320 1.530 0.386
H -0.004 2.215 2.750
O -1.623 0.438 -2.219
H -2.062 1.275 -2.402
H -1.311 0.106 -3.070
*
```

How is the electron density shared among the atoms? According to natural (NBO), the charges in e are: number 1, O, carries -0.612; number 2, C, carries 0.538; number 3, N, carries -0.642; number 4, C, carries -0.233; number 5, C, carries -0.069; number 6, O, carries -0.712; number 7, H, carries 0.095; number 8, H, carries 0.428; number 9, H, carries 0.195; number 10, H, carries 0.192; number 11, H, carries 0.166; number 12, H, carries 0.162; number 13, H, carries 0.472; number 14, O, carries -0.953; number 15, H, carries 0.481; number 16, H, carries 0.490

Which is most stable? The ranking, best first, is <B>, <A>.